1.
{"formula": "C2H7S2", "method": "ωB97M-V with the def2-TZVPD basis set", "gap_ev": 6.427, "homo_energy_ev": -2.691, "relative_energy_kcal_mol": 25.8, "charge": -1, "elements": ["C", "S", "H", "H", "H", "H", "C", "S", "H", "H", "H"], "xyz": [[2.07, -1.69, -0.73], [0.30, -1.71, -0.15], [2.55, -2.56, -0.32], [1.89, -1.92, -1.77], [2.47, -0.71, -0.66], [-0.11, -0.67, 0.76], [-1.83, 1.93, 0.50], [-1.12, 0.72, 1.63], [-2.00, 1.55, -0.51], [-2.89, 2.16, 0.71], [-1.33, 2.89, 0.52]], "lowdin_charge": [-0.5042, 0.4376, -0.0112, -0.0175, 0.0013, -0.3552, -0.6991, 0.1848, -0.0036, -0.0148, -0.0180]}

2.
{"formula": "C5H15N3", "method": "ωB97M-V with the def2-TZVPD basis set", "gap_ev": 9.526, "smiles": "CNC[C@H](N)CCN", "homo_energy_ev": -8.488, "relative_energy_kcal_mol": 26.1, "elements": ["C", "N", "C", "C", "N", "C", "C", "N", "H", "H", "H", "H", "H", "H", "H", "H", "H", "H", "H", "H", "H", "H", "H"], "xyz": [[0.29, -0.28, 3.33], [0.76, -0.21, 1.94], [-0.15, 0.46, 1.03], [0.54, 0.89, -0.28], [-0.24, 1.87, -1.01], [0.78, -0.38, -1.16], [-0.50, -0.98, -1.71], [-0.88, -0.40, -3.00], [-0.39, -1.12, 3.51], [1.18, -0.46, 3.94], [-0.20, 0.65, 3.58], [1.13, -1.10, 1.62], [-1.08, -0.11, 0.86], [-0.53, 1.33, 1.56], [1.52, 1.24, 0.06], [-0.73, 2.50, -0.39], [-0.91, 1.42, -1.63], [1.27, -1.08, -0.48], [1.48, -0.20, -1.98], [-1.30, -0.81, -0.99], [-0.34, -2.07, -1.77], [-0.13, -0.18, -3.62], [-1.57, -0.99, -3.43]], "lowdin_charge": [-0.1292, -0.1309, -0.2350, -0.3916, 0.0492, -0.1530, -0.2978, -0.0087, 0.0705, 0.0738, 0.0679, 0.0950, 0.1082, 0.1064, 0.1314, 0.0611, 0.0453, 0.0917, 0.1134, 0.0934, 0.1077, 0.0685, 0.0631]}

3.
{"formula": "C28H30As2N2OSn", "method": "ωB97M-V with the def2-TZVPD basis set", "gap_ev": 8.534, "homo_energy_ev": -14.331, "relative_energy_kcal_mol": 0.0, "charge": 2, "elements": ["Sn", "C", "C", "As", "C", "C", "C", "C", "C", "C", "C", "C", "C", "C", "C", "C", "As", "C", "C", "C", "C", "C", "C", "C", "C", "C", "C", "C", "C", "H", "H", "H", "H", "H", "H", "H", "H", "H", "H", "H", "H", "H", "H", "H", "H", "H", "H", "H", "H", "H", "H", "H", "H", "C", "N", "C", "N", "O", "H", "H", "H", "H", "H", "H"], "xyz": [[-1.22, -1.21, 1.07], [1.55, 0.31, -1.11], [1.92, 0.92, 0.24], [0.42, 0.97, 1.50], [1.18, 1.20, 3.23], [0.92, 0.28, 4.24], [1.47, 0.45, 5.50], [2.29, 1.55, 5.75], [2.55, 2.47, 4.74], [2.00, 2.31, 3.48], [-0.54, 2.58, 1.08], [-1.50, 3.02, 1.99], [-2.25, 4.16, 1.70], [-2.04, 4.85, 0.51], [-1.09, 4.41, -0.39], [-0.33, 3.27, -0.11], [0.64, -1.41, -0.92], [0.14, -1.97, -2.68], [-0.98, -1.40, -3.28], [-1.34, -1.78, -4.56], [-0.58, -2.73, -5.24], [0.53, -3.30, -4.63], [0.90, -2.92, -3.35], [1.94, -2.63, -0.23], [3.31, -2.38, -0.30], [4.20, -3.31, 0.22], [3.74, -4.47, 0.81], [2.37, -4.73, 0.87], [1.47, -3.81, 0.36], [2.43, 0.15, -1.73], [0.87, 0.94, -1.67], [2.29, 1.94, 0.12], [2.70, 0.35, 0.74], [0.28, -0.58, 4.05], [1.27, -0.26, 6.28], [2.72, 1.68, 6.73], [3.18, 3.33, 4.94], [2.20, 3.04, 2.71], [-1.66, 2.50, 2.92], [-2.98, 4.51, 2.42], [-2.62, 5.74, 0.30], [-0.91, 4.95, -1.31], [0.42, 2.95, -0.82], [-1.58, -0.66, -2.75], [-2.20, -1.33, -5.04], [-0.86, -3.02, -6.24], [1.12, -4.04, -5.16], [1.76, -3.38, -2.87], [3.69, -1.48, -0.77], [5.27, -3.12, 0.16], [4.44, -5.19, 1.21], [2.01, -5.65, 1.32], [0.41, -4.02, 0.40], [-5.30, 0.02, -2.15], [-4.17, -0.32, -1.28], [-3.26, 0.56, -0.86], [-3.30, 1.82, -1.29], [-2.32, 0.22, -0.07], [-5.87, -0.88, -2.34], [-4.95, 0.41, -3.10], [-5.96, 0.75, -1.67], [-4.13, -1.24, -0.88], [-4.06, 2.17, -1.85], [-2.63, 2.47, -0.92]], "lowdin_charge": [0.9465, -0.3908, -0.3889, 1.1905, -0.4009, -0.1147, -0.0568, -0.0451, -0.0513, -0.0927, -0.3924, -0.0948, -0.0503, -0.0585, -0.0761, -0.1137, 1.1613, -0.3812, -0.1140, -0.0632, -0.0476, -0.0480, -0.0818, -0.4106, -0.0977, -0.0493, -0.0437, -0.0528, -0.1267, 0.0877, 0.0680, 0.0875, 0.0755, 0.0807, 0.1173, 0.1198, 0.1186, 0.1111, 0.1151, 0.1194, 0.1191, 0.1191, 0.0932, 0.0826, 0.1120, 0.1194, 0.1197, 0.1068, 0.1018, 0.1192, 0.1203, 0.1187, 0.0887, -0.0341, 0.0540, -0.5672, 0.2538, -0.3446, 0.1015, 0.0964, 0.1015, 0.1507, 0.1205, 0.0914]}

4.
{"formula": "C40H78ClF12N6O18S4", "method": "ωB97M-V with the def2-TZVPD basis set", "gap_ev": 1.511, "homo_energy_ev": -9.260, "relative_energy_kcal_mol": 149.0, "charge": 1, "elements": ["C", "C", "O", "N", "H", "H", "C", "H", "H", "H", "H", "H", "H", "C", "C", "O", "N", "H", "H", "C", "H", "H", "H", "H", "H", "H", "C", "C", "O", "N", "H", "H", "C", "H", "H", "H", "H", "H", "H", "C", "C", "C", "C", "C", "C", "N", "O", "C", "C", "C", "H", "H", "H", "H", "H", "H", "H", "H", "H", "H", "H", "H", "H", "H", "H", "H", "H", "H", "C", "C", "C", "C", "C", "C", "N", "O", "C", "C", "C", "H", "H", "H", "H", "H", "H", "H", "H", "H", "H", "H", "H", "H", "H", "H", "H", "H", "H", "C", "C", "C", "C", "C", "C", "N", "O", "C", "C", "C", "H", "H", "H", "H", "H", "H", "H", "H", "H", "H", "H", "H", "H", "H", "H", "H", "H", "H", "Cl", "C", "F", "F", "F", "S", "O", "O", "O", "C", "F", "F", "F", "S", "O", "O", "O", "C", "F", "F", "F", "S", "O", "O", "O", "C", "F", "F", "F", "S", "O", "O", "O"], "xyz": [[5.50, -1.08, 2.50], [6.48, -2.07, 1.86], [7.68, -2.20, 2.18], [5.94, -2.96, 0.65], [5.78, -3.88, 1.02], [5.02, -2.68, 0.32], [6.94, -2.84, -0.48], [4.64, -1.67, 2.81], [5.38, -0.31, 1.74], [6.04, -0.63, 3.34], [7.89, -3.29, -0.17], [7.05, -1.80, -0.79], [6.56, -3.50, -1.27], [4.10, 0.98, -2.22], [4.01, 0.34, -3.62], [4.28, 1.04, -4.64], [3.35, -1.01, -3.76], [3.22, -1.10, -2.76], [2.52, -0.87, -4.32], [4.11, -2.15, -4.42], [4.70, 1.88, -2.02], [4.32, 0.21, -1.48], [3.10, 1.34, -1.99], [4.94, -2.52, -3.81], [4.49, -1.80, -5.38], [3.40, -2.95, -4.59], [-0.20, -1.23, 2.06], [0.51, 0.09, 1.99], [0.03, 1.19, 2.24], [2.00, 0.08, 1.64], [2.48, 0.03, 2.53], [2.27, -0.70, 1.05], [2.50, 1.26, 0.83], [0.32, -2.11, 1.67], [-1.11, -1.10, 1.48], [-0.43, -1.44, 3.10], [3.56, 1.17, 0.59], [2.47, 2.16, 1.44], [1.89, 1.34, -0.07], [-1.73, 4.50, 1.77], [-1.10, 4.99, 0.44], [-0.38, 3.76, -0.16], [-0.19, 3.60, -1.67], [-1.45, 3.87, -2.41], [-2.00, 5.25, -2.12], [-2.18, 5.45, -0.59], [-3.05, 6.54, -0.31], [-3.44, 5.34, -2.80], [-1.14, 6.44, -2.71], [-0.17, 6.12, 0.74], [-2.39, 5.28, 2.16], [-0.98, 4.23, 2.52], [-2.30, 3.58, 1.68], [-0.94, 2.86, 0.09], [0.52, 3.51, 0.39], [0.21, 2.64, -1.99], [0.57, 4.32, -1.98], [-2.23, 3.19, -2.05], [-1.30, 3.67, -3.47], [-4.18, 4.72, -2.30], [-3.37, 4.97, -3.82], [-3.82, 6.37, -2.82], [-1.02, 6.28, -3.78], [-0.12, 6.47, -2.32], [-1.59, 7.43, -2.59], [0.67, 5.76, 1.34], [-0.61, 7.00, 1.23], [0.33, 6.57, -0.12], [-3.55, 1.06, 0.50], [-4.69, 0.34, -0.07], [-5.85, 0.24, 1.01], [-7.17, -0.16, 0.37], [-7.61, 0.82, -0.68], [-6.67, 0.96, -1.93], [-5.30, 1.10, -1.24], [-4.34, 1.81, -2.05], [-7.01, 2.22, -2.72], [-6.71, -0.31, -2.89], [-4.26, -1.06, -0.62], [-2.75, 1.08, -0.23], [-3.13, 0.72, 1.45], [-3.74, 2.13, 0.63], [-6.05, 1.18, 1.53], [-5.54, -0.52, 1.74], [-7.90, -0.16, 1.18], [-7.23, -1.21, 0.07], [-7.67, 1.82, -0.26], [-8.66, 0.77, -0.96], [-7.13, 3.08, -2.08], [-7.96, 2.06, -3.22], [-6.30, 2.43, -3.52], [-7.52, -0.35, -3.62], [-6.78, -1.19, -2.25], [-5.80, -0.35, -3.50], [-5.16, -1.60, -0.93], [-3.89, -1.66, 0.21], [-3.42, -0.94, -1.30], [-0.57, -7.14, 3.23], [-0.90, -5.72, 2.75], [-0.17, -5.38, 1.40], [-0.68, -6.00, 0.15], [-2.17, -5.69, 0.04], [-3.02, -6.02, 1.27], [-2.41, -5.68, 2.60], [-3.16, -5.99, 3.72], [-3.38, -7.52, 1.26], [-4.24, -5.14, 1.15], [-0.46, -4.62, 3.71], [-1.01, -7.30, 4.21], [0.49, -7.32, 3.45], [-0.87, -7.92, 2.53], [0.90, -5.56, 1.49], [-0.31, -4.32, 1.20], [-0.37, -7.04, 0.23], [-0.18, -5.59, -0.72], [-2.50, -6.21, -0.86], [-2.20, -4.63, -0.20], [-2.51, -8.10, 0.97], [-4.25, -7.71, 0.63], [-3.85, -7.90, 2.17], [-3.92, -4.09, 1.13], [-4.97, -5.10, 1.96], [-4.79, -5.39, 0.24], [0.63, -4.60, 3.78], [-0.73, -4.81, 4.75], [-0.83, -3.61, 3.51], [2.99, -2.32, -0.46], [7.59, 1.43, -2.17], [8.90, 1.36, -2.57], [7.01, 2.55, -2.61], [6.93, 0.34, -2.70], [7.49, 1.41, -0.19], [8.22, 2.63, 0.22], [6.07, 1.44, 0.16], [8.17, 0.17, 0.18], [5.19, 5.57, -1.19], [5.99, 4.59, -0.71], [5.56, 6.73, -0.62], [5.19, 5.53, -2.54], [3.42, 5.31, -0.50], [3.43, 5.60, 0.90], [2.61, 6.28, -1.21], [3.03, 3.92, -0.77], [2.25, 1.27, 6.41], [2.94, 2.39, 6.31], [2.33, 0.87, 7.69], [0.94, 1.29, 6.07], [2.97, -0.13, 5.29], [4.24, -0.51, 5.92], [1.99, -1.21, 5.28], [3.18, 0.48, 3.97], [-0.77, -2.09, -2.27], [-1.67, -2.39, -3.27], [-1.30, -2.43, -1.09], [0.34, -2.72, -2.62], [-0.40, -0.19, -2.23], [-0.07, 0.16, -0.86], [0.70, -0.02, -3.17], [-1.61, 0.51, -2.66]], "lowdin_charge": [0.0289, -0.2900, 0.1212, 0.0675, 0.1595, -0.0529, 0.0099, 0.0849, 0.0720, 0.1098, 0.1014, 0.0802, 0.0856, 0.0015, -0.2953, 0.1061, 0.0854, 0.0414, 0.1467, 0.0337, 0.0846, 0.0461, 0.0799, 0.0960, 0.1048, 0.0973, 0.0117, -0.3457, 0.1212, 0.0874, 0.0623, -0.0033, 0.0045, 0.0650, 0.0719, 0.0879, 0.0782, 0.1066, 0.0670, 0.0012, -0.3980, -0.1065, -0.1624, -0.1625, -0.3829, 0.1832, 0.1225, -0.0161, 0.0306, 0.0002, 0.0889, 0.1113, 0.0595, 0.0924, 0.1225, 0.1063, 0.1105, 0.0938, 0.1483, 0.0635, 0.0946, 0.0800, 0.1064, 0.0768, 0.0954, 0.1145, 0.1051, 0.0781, -0.0359, -0.4320, -0.0924, -0.1911, -0.1278, -0.3967, 0.1756, 0.1406, -0.0246, 0.0294, 0.0368, 0.0730, 0.1162, 0.0909, 0.1331, 0.1318, 0.1271, 0.1126, 0.1232, 0.1400, 0.0968, 0.1051, 0.0931, 0.1016, 0.0663, 0.0977, 0.0755, 0.0889, 0.0804, 0.0175, -0.4154, -0.1318, -0.1756, -0.1205, -0.4465, 0.1403, 0.1724, 0.0152, -0.0223, -0.0007, 0.1001, 0.1160, 0.0870, 0.1460, 0.1067, 0.1203, 0.1326, 0.1459, 0.1070, 0.0930, 0.1075, 0.1012, 0.0792, 0.0981, 0.1116, 0.1184, 0.1005, 0.0781, -0.1552, -0.5509, 0.0938, 0.1106, 0.0577, 0.5124, -0.3180, -0.3599, -0.3560, -0.6021, 0.1103, 0.1233, 0.1191, 0.4520, -0.3235, -0.3572, -0.3576, -0.6288, 0.1646, 0.1227, 0.0902, 0.5133, -0.3305, -0.3548, -0.3559, -0.6095, 0.0931, 0.0917, 0.1060, 0.4843, -0.3277, -0.3178, -0.3346]}

5.
{"formula": "C4H30BO23", "method": "ωB97M-V with the def2-TZVPD basis set", "gap_ev": [8.965, 2.648], "homo_energy_ev": [-10.566, -10.566], "s_squared": 0.76, "spin_multiplicity": 2, "relative_energy_kcal_mol": 0.0, "elements": ["O", "C", "O", "B", "O", "C", "O", "O", "C", "O", "C", "O", "O", "O", "H", "H", "O", "H", "H", "O", "H", "H", "O", "H", "H", "O", "H", "H", "O", "H", "H", "O", "H", "H", "O", "H", "H", "O", "H", "H", "O", "H", "H", "O", "H", "H", "O", "H", "H", "O", "H", "H", "O", "H", "H", "O", "H", "H"], "xyz": [[25.86, -0.27, -41.94], [26.08, -0.73, -40.80], [26.66, -1.85, -40.47], [27.03, -1.77, -39.00], [26.18, -0.67, -38.56], [25.63, -0.06, -39.55], [25.11, 1.06, -39.44], [28.46, -1.44, -38.85], [29.02, -2.31, -38.11], [30.23, -2.48, -37.86], [27.92, -3.39, -37.68], [26.83, -3.04, -38.36], [27.98, -4.26, -36.83], [27.17, -4.86, -41.67], [27.12, -3.92, -41.83], [26.36, -5.21, -42.06], [31.23, -3.85, -40.99], [30.66, -3.67, -41.74], [30.63, -4.08, -40.28], [32.05, -4.45, -37.39], [31.68, -4.95, -36.66], [31.31, -3.98, -37.75], [25.01, -2.32, -36.03], [24.34, -2.94, -36.32], [25.77, -2.53, -36.57], [28.67, 2.11, -38.62], [29.45, 1.97, -38.08], [28.74, 1.46, -39.32], [24.32, 3.04, -41.27], [24.65, 3.62, -40.58], [24.18, 2.20, -40.82], [23.51, 0.36, -43.58], [22.66, -0.01, -43.32], [24.15, -0.12, -43.06], [24.55, 3.92, -38.76], [24.01, 4.23, -38.03], [25.22, 3.38, -38.34], [26.24, 2.69, -37.09], [26.66, 2.41, -37.90], [26.94, 3.08, -36.58], [26.28, 2.66, -43.14], [26.48, 1.74, -43.28], [25.56, 2.66, -42.52], [22.85, -1.65, -38.43], [23.20, -2.50, -38.17], [23.35, -1.01, -37.92], [29.54, 0.31, -40.55], [29.36, 0.19, -41.49], [29.45, -0.57, -40.18], [28.08, -7.39, -37.03], [27.98, -6.44, -37.11], [28.86, -7.49, -36.48], [32.39, -0.74, -38.00], [32.11, 0.16, -37.82], [31.57, -1.23, -38.06], [23.92, 0.26, -36.55], [24.54, 0.98, -36.59], [24.46, -0.51, -36.36]], "lowdin_charge": [0.0962, -0.3426, 0.2507, -0.8466, 0.2717, -0.3398, 0.1234, 0.2360, -0.2954, 0.0942, -0.2959, 0.2365, 0.1721, -0.0409, 0.0074, 0.0360, -0.0336, 0.0245, 0.0136, -0.0466, 0.0272, -0.0274, -0.0059, 0.0582, 0.0195, -0.0363, 0.0482, -0.0135, 0.1971, 0.0574, 0.0666, -0.0491, 0.0394, -0.0156, -0.0349, 0.0707, -0.0158, -0.0346, 0.0061, 0.0700, 0.2446, 0.0849, 0.0203, -0.0368, 0.0195, -0.0253, -0.0160, 0.0618, 0.0251, -0.0504, -0.0131, 0.0295, -0.0463, 0.0170, -0.0296, -0.0416, 0.0188, -0.0104]}

| no. | DFT total energy (Eh) |
| --- | --- |
| 1 | -876.76892 |
| 2 | -363.74555 |
| 3 | -5955.10266 |
| 4 | -6504.33593 |
| 5 | -1925.85432 |